Here is a single C18H26N2O3S molecule from the OMol25 dataset. Energies are from the ωB97M-V functional and the def2-TZVPD basis.

Geometry as XYZ:
```
50
Properties=species:S:1:pos:R:3:forces:R:3
S 2.235972 0.337002 2.257214 -0.6 0.0 0.3
O 0.911956 -1.587699 -3.056451 -0.1 -0.1 -0.3
O 2.586225 -0.273204 3.507555 -0.2 -0.2 0.0
O 3.186561 1.211766 1.640724 0.0 0.0 -0.4
N 0.109806 -0.713271 -1.107053 -0.1 0.2 0.3
N 1.815949 -0.872894 1.131134 0.2 0.7 0.6
C -3.196374 0.796709 -0.779019 0.0 0.1 -0.2
C 1.013315 -1.379864 -1.866342 0.5 -0.1 0.2
C -5.153742 2.150874 -0.783858 -0.1 0.0 0.0
C 2.742288 -0.982482 0.013007 0.5 0.3 -0.5
C 1.563363 -2.158744 1.760994 -0.3 -0.5 0.4
C -1.121500 -0.164595 -1.482884 -0.3 0.0 -0.1
C 0.366593 2.157901 1.346250 0.1 0.2 0.0
C 2.208046 -1.919421 -1.073388 0.0 -0.1 0.0
C 0.636296 1.177257 2.472544 0.7 -0.3 -0.2
C 1.858674 -3.283477 -0.456458 -0.2 0.0 -0.1
C 0.945802 -3.129829 0.757194 0.2 0.1 0.0
C -2.730422 0.557769 -3.124511 0.0 0.0 0.2
C -4.936391 1.582709 -2.195601 -0.1 0.0 -0.1
C -1.983021 0.232354 -0.456305 0.1 -0.1 -0.2
C -3.572839 0.962970 -2.109988 0.1 0.0 0.1
C -1.501244 -0.003067 -2.811042 0.1 -0.1 -0.2
C 1.124878 3.465684 1.538001 0.0 -0.1 -0.1
C -4.277409 1.288132 0.138419 -0.1 0.0 0.1
H -1.694713 0.091086 0.576439 0.1 0.0 0.1
H 0.820401 3.952908 2.461731 0.0 0.1 0.1
H -0.705758 2.362792 1.291193 0.0 -0.1 0.0
H -0.036670 -2.772251 0.445672 -0.1 -0.1 0.1
H -6.201716 2.139642 -0.488783 0.0 0.1 0.0
H -4.803049 3.183684 -0.752402 0.0 0.0 0.0
H 3.711845 -1.365145 0.362478 0.0 0.0 -0.1
H 2.498404 -2.575254 2.158688 -0.1 0.0 0.0
H -5.677486 0.811318 -2.423949 -0.1 0.0 0.0
H 2.192144 3.270578 1.578567 0.1 0.1 0.0
H 0.922988 4.140304 0.710021 0.0 0.1 0.0
H -5.002885 2.348464 -2.968250 -0.1 0.0 0.0
H -3.889006 1.848565 0.989324 0.0 0.0 0.1
H 0.667675 1.702252 0.401472 -0.2 0.0 -0.1
H -0.832908 -0.322061 -3.592464 0.0 0.0 0.0
H 0.810582 -4.097513 1.242380 0.0 0.0 0.0
H -4.843073 0.436786 0.527857 0.0 0.0 0.1
H 1.383356 -3.912908 -1.210394 0.1 0.0 0.0
H 2.900937 0.024236 -0.375600 0.1 -0.1 -0.1
H -3.015791 0.679106 -4.158814 0.0 0.0 -0.1
H 0.893983 -1.985394 2.605283 0.0 -0.2 0.0
H 2.785907 -3.770177 -0.144726 0.0 0.0 0.0
H 0.684911 1.666529 3.442142 0.1 0.0 0.1
H 3.001985 -2.069840 -1.811719 -0.1 0.1 0.1
H 0.350292 -0.626924 -0.123271 0.0 0.0 -0.2
H -0.088533 0.368569 2.515831 -0.1 -0.1 0.1
```
Positions in Å, forces in eV/Å.

The multiplicity is 1. As for the structure (SMILES): CCCS(=O)(=O)N1CCC[C@@H](C(=O)Nc2ccc3c(c2)CCC3)C1. The value obtained for the HOMO energy is -8.25 eV. The charge is 0. The relative energy (zero: lowest compared OMol25 entry of this formula, charge and spin) is 6.1 kJ/mol. The value obtained for the molecular weight is 350.48 g/mol.

***

Here is a single C18H26N2O3S molecule from the OMol25 dataset. Energies are from the ωB97M-V functional and the def2-TZVPD basis.

Geometry as XYZ:
```
50
Properties=species:S:1:pos:R:3:forces:R:3
S -1.907485 2.996369 -0.914130 0.3 -0.3 -0.1
O -2.687266 -2.666082 1.762916 -0.2 -0.2 0.0
O -2.523265 3.673625 -2.019515 0.0 -0.3 0.0
O -1.773200 3.683540 0.336320 0.1 -0.1 0.1
N -0.407766 2.402816 -1.313025 -0.8 0.5 0.2
N -0.710782 -1.620848 1.443608 0.2 0.2 0.0
C 1.326758 -2.985861 1.470084 0.0 0.1 0.0
C -2.043728 -1.757402 1.276737 0.1 0.1 -0.1
C 3.071259 0.017712 -1.861009 -0.1 0.3 -0.1
C -2.741692 1.431090 -0.655639 0.1 0.5 -0.2
C 0.646019 -1.791563 3.500551 0.1 -0.1 0.1
C -3.889959 1.095046 -1.342651 0.0 0.2 0.0
C 0.090374 -2.513408 2.251414 -0.1 -0.2 0.1
C -2.669392 -0.718431 0.395045 -0.2 0.3 -0.1
C 2.082472 1.174782 -1.974598 0.0 -0.4 0.2
C 2.432614 -2.022109 1.891637 0.1 -0.2 0.1
C -0.241359 1.863489 -2.638057 -0.1 -0.5 -0.4
C -2.134012 0.551627 0.216497 -0.1 -0.4 0.2
C 2.173597 -1.851926 3.386121 0.0 0.1 0.0
C 0.797480 2.942436 -0.736092 0.2 0.2 0.6
C -4.452582 -0.156870 -1.136527 0.0 0.0 0.1
C -3.842749 -1.054727 -0.279030 0.0 0.0 0.1
C 1.825791 1.818952 -0.608702 -0.1 0.3 -0.4
C 0.753848 0.705192 -2.575796 0.1 0.4 -0.1
H 1.447134 1.062068 0.081612 0.0 -0.1 0.1
H 0.120407 2.636547 -3.331281 -0.1 0.0 0.0
H -4.258992 -2.037090 -0.112479 0.0 -0.1 0.0
H 0.291570 -2.255887 4.418258 -0.1 0.1 0.1
H -5.359799 -0.432697 -1.651971 -0.1 0.0 -0.1
H 1.144201 -2.990447 0.395863 0.0 -0.1 0.0
H -4.321868 1.814865 -2.019981 -0.1 0.0 -0.1
H 0.915070 0.306721 -3.578290 0.0 -0.1 0.0
H 2.671939 -0.768338 -1.223429 -0.1 -0.1 0.1
H -1.220519 1.526341 -2.981809 0.1 0.0 -0.2
H 0.527926 3.359483 0.234633 0.2 0.1 0.0
H 3.272944 -0.408688 -2.840586 0.1 -0.1 -0.1
H 2.323005 -1.063741 1.379692 0.0 0.1 -0.1
H 4.011750 0.359278 -1.435305 0.1 0.0 0.1
H 0.300921 -0.756670 3.500208 0.0 0.0 0.0
H 0.332987 -0.089598 -1.955492 0.0 -0.1 0.0
H 2.652359 -0.964262 3.796080 0.1 0.0 0.1
H -0.571105 -3.340900 2.516695 0.1 0.1 0.0
H 1.587258 -3.998850 1.776323 0.0 -0.1 0.0
H 1.205211 3.749056 -1.363558 0.0 0.0 0.1
H 2.754832 2.218831 -0.199936 0.0 0.0 0.1
H 3.428143 -2.408461 1.679513 0.1 0.1 -0.1
H -0.230060 -0.852205 1.005514 -0.1 0.0 -0.1
H 2.554645 -2.722343 3.921330 0.1 0.0 0.0
H -1.263846 0.903048 0.749084 0.2 -0.1 0.1
H 2.508914 1.936489 -2.636845 0.0 0.0 0.0
```
Positions in Å, forces in eV/Å.

The multiplicity is 1. As for the structure (SMILES): CC1CCN(S(=O)(=O)c2cccc(C(=O)NC3CCCC3)c2)CC1. The value obtained for the HOMO energy is -9.44 eV. The charge is 0. The relative energy (zero: lowest compared OMol25 entry of this formula, charge and spin) is 26.2 kJ/mol. The value obtained for the molecular weight is 350.48 g/mol.

***

Here is a single C18H26N2O4 molecule from the OMol25 dataset. Energies are from the ωB97M-V functional and the def2-TZVPD basis.

Geometry as XYZ:
```
50
Properties=species:S:1:pos:R:3:forces:R:3
O -0.601057 5.110729 2.106155 0.4 -0.2 -0.2
O 1.671907 4.940738 0.897328 -0.4 -0.1 0.2
O -1.474857 -1.321726 -2.264960 -0.4 0.1 -0.1
O 1.739943 -0.786659 2.166112 -0.2 -0.2 0.2
N 0.576121 -1.818619 -1.504286 0.2 0.3 -0.1
N 2.096606 -0.272693 0.000106 0.2 -0.1 0.0
C 1.628182 0.373903 -1.209114 -0.1 0.2 -0.3
C 1.112813 3.753773 1.259175 -0.1 0.2 0.0
C -0.762102 2.691941 2.353272 -0.1 0.3 0.0
C -2.766974 -4.189776 -2.596864 0.0 0.3 0.1
C -2.725438 -3.583776 -1.196907 0.1 -0.1 0.0
C -0.130633 3.849087 1.929452 0.1 0.1 -0.1
C 1.622662 0.007166 1.249473 0.1 0.0 -0.1
C -0.762744 -2.040260 -1.589966 0.2 -0.2 0.1
C -3.324913 -4.547008 -0.176266 0.1 0.2 -0.1
C -1.285394 -3.231181 -0.809802 -0.5 0.2 -0.1
C 1.495055 -2.537272 -0.643987 0.1 -0.3 0.2
C -0.188496 1.450336 2.123719 0.3 -0.2 -0.2
C 2.914060 4.921609 0.241074 0.2 0.0 -0.1
C 1.010486 1.349612 1.441992 -0.3 0.2 0.3
C 2.636391 -1.595098 -0.230385 0.0 -0.2 0.2
C -1.826656 5.280510 2.774525 -0.2 0.0 0.1
C 1.662724 2.509597 1.017484 0.0 0.1 0.0
C 1.153820 -0.696681 -2.210033 -0.1 0.2 -0.1
H 3.405812 -1.528037 -1.003041 0.0 0.0 0.0
H 2.615313 2.417997 0.520883 0.1 0.1 -0.1
H 0.976044 -2.859077 0.260175 0.1 0.0 -0.1
H -4.348583 -4.794843 -0.446255 -0.1 -0.1 0.0
H 3.691338 4.460852 0.859890 0.0 0.0 0.0
H 3.167589 5.965617 0.064376 0.0 -0.1 0.0
H 2.435112 0.963936 -1.661861 -0.1 0.0 0.0
H -3.331614 -4.105958 0.818256 0.0 0.0 0.1
H 0.381731 -0.287527 -2.863246 0.2 0.0 0.0
H -2.648568 4.793658 2.239289 0.0 0.0 0.0
H 2.855583 4.397116 -0.719004 0.0 0.0 0.0
H -2.368227 -3.484451 -3.320656 0.0 0.0 -0.1
H 1.898333 -3.421748 -1.155343 0.0 0.0 0.1
H -1.705042 2.742684 2.873039 -0.1 0.1 0.0
H -3.790536 -4.426521 -2.877177 -0.1 -0.1 -0.1
H -3.308189 -2.657815 -1.204899 0.1 -0.1 0.0
H -1.783346 4.897944 3.799544 0.0 0.0 0.0
H -2.748482 -5.469762 -0.139623 0.0 -0.2 0.0
H -1.247971 -2.975183 0.253355 0.1 -0.1 0.0
H -0.636678 -4.093763 -0.975206 0.1 0.0 0.1
H -2.000085 6.355099 2.798819 0.0 -0.1 0.0
H 1.987805 -1.052841 -2.823731 0.0 0.1 0.0
H 0.803376 1.042459 -0.958069 0.1 -0.1 -0.1
H 3.086551 -1.947223 0.698532 0.0 0.0 -0.2
H -2.179077 -5.105689 -2.635784 0.1 -0.2 0.0
H -0.679697 0.554822 2.470442 0.0 -0.1 0.1
```
Positions in Å, forces in eV/Å.

The multiplicity is 1. As for the structure (SMILES): COc1ccc(C(=O)N2CCN(C(=O)CC(C)C)CC2)cc1OC. The value obtained for the HOMO energy is -8.24 eV. The charge is 0. The relative energy (zero: lowest compared OMol25 entry of this formula, charge and spin) is 98.8 kJ/mol. The value obtained for the molecular weight is 334.42 g/mol.

***

Here is C18H26N2O4PRu as an isolated structure from the OMol25 dataset. Energies are from the ωB97M-V functional and the def2-TZVPD basis.

Geometry as XYZ:
```
52
Properties=species:S:1:pos:R:3:forces:R:3
Ru 0.698522 -0.908081 0.857469 1.5 0.2 1.0
P -0.854891 -0.211107 -0.519301 -1.5 -0.7 -2.0
O 2.792713 0.133648 0.961434 -0.4 0.9 0.3
O 2.429815 -2.563539 4.134039 -0.4 0.4 -0.1
O 2.076379 -1.859846 -0.630824 -1.3 -0.1 -0.1
O 1.785588 -2.029476 2.039989 1.4 -1.9 4.9
N -0.099137 -0.428423 2.785632 0.2 -0.9 0.0
N 1.037025 -0.652894 3.722454 -0.5 -2.1 0.5
C -4.570827 -1.487214 0.317594 -0.8 0.3 0.7
C -4.698222 0.940820 0.331154 0.2 0.2 0.1
C 2.250260 -3.282264 -0.508829 0.0 -0.8 -0.2
C 1.757389 -1.846885 3.358793 -1.0 2.1 -4.3
C 2.910023 1.570964 1.019522 0.1 0.4 -0.1
C 3.246614 -1.145235 -0.974114 0.3 0.3 -0.9
C -0.058342 3.773044 -0.967206 0.4 -0.2 1.9
C -0.946007 -1.328282 -2.013217 0.1 0.6 0.5
C -0.335042 3.975181 -2.340281 -0.1 0.1 -0.8
C -0.751120 2.889243 -3.102948 -0.6 -1.0 -1.1
C -0.564430 1.437966 -1.203445 -0.4 -0.4 1.4
C -0.894366 1.628908 -2.544481 -0.2 1.2 -2.1
C 3.843466 -0.470951 0.223199 0.5 0.7 -1.0
C -0.171173 2.507941 -0.401186 0.4 1.0 0.3
C -3.315170 0.989098 0.137278 -0.3 0.4 -0.1
C -3.208797 -1.443197 0.143743 0.1 0.4 -0.2
C -2.592941 -0.188963 0.026499 0.7 0.0 0.1
C -5.310462 -0.294790 0.480185 0.0 -0.4 -0.1
H 1.246037 -3.713694 -0.478866 0.2 0.0 0.1
H 4.487344 0.330494 -0.169721 0.1 -0.4 0.3
H 3.715121 1.871881 1.703905 -0.2 -0.2 -0.1
H 2.811012 -3.516908 0.397378 -0.1 -0.1 -0.1
H -0.924629 -2.361455 -1.672081 0.0 0.0 0.1
H -1.008806 2.989527 -4.158334 0.1 0.3 0.3
H -5.080909 -2.444680 0.395275 0.1 0.2 0.0
H 3.127265 1.989021 0.020265 -0.1 -0.2 0.3
H 0.708792 -0.729428 4.693485 0.1 0.5 -0.1
H 2.773298 -3.697432 -1.389206 -0.2 0.4 0.3
H 0.245229 4.642053 -0.363001 -0.2 -0.5 -0.2
H -0.486890 0.499284 2.963666 0.3 0.0 0.2
H -0.875713 -1.107111 2.942639 0.6 0.5 0.2
H 2.930447 -0.411063 -1.729222 0.2 -0.1 0.2
H -5.251923 1.885766 0.330731 0.1 -0.5 0.3
H -0.223181 4.968975 -2.782163 0.0 -0.3 0.1
H 1.955459 1.986695 1.367827 0.4 -0.2 0.1
H 0.047192 2.349695 0.663214 -0.2 0.2 -0.6
H -1.878017 -1.164314 -2.558500 0.1 -0.1 0.0
H 3.976072 -1.821404 -1.432540 -0.1 0.1 0.0
H 4.437328 -1.136048 0.823858 0.0 -0.3 0.5
H -1.287508 0.800622 -3.147292 0.3 0.5 0.2
H -0.078873 -1.170653 -2.653215 0.0 0.0 0.0
H -6.365749 -0.355657 0.743507 0.2 0.0 -0.3
H -2.628010 -2.353574 0.084853 -0.1 -0.1 -0.1
H -2.827254 1.963744 0.070381 -0.1 -0.3 -0.1
```
Positions in Å, forces in eV/Å.

The multiplicity is 5. The value obtained for the HOMO energy (spin up / spin down) is -17.80 / -17.75 eV. The charge is +3. The relative energy (zero: lowest compared OMol25 entry of this formula, charge and spin) is 0.0 kJ/mol. The value obtained for the molecular weight is 466.46 g/mol.

***

Here is C18H26N3OSW as an isolated structure from the OMol25 dataset. Energies are from the ωB97M-V functional and the def2-TZVPD basis.

Geometry as XYZ:
```
50
Properties=species:S:1:pos:R:3:forces:R:3
W 0.569984 0.269229 0.260403 0.0 0.1 0.0
S 1.479083 3.585581 0.763400 -0.1 0.0 0.0
O 1.486409 1.993479 0.597660 0.0 -0.1 0.0
N 1.265916 -0.839625 -1.419507 0.0 0.0 0.0
N -1.081237 -0.452748 -0.400495 0.0 0.0 0.0
N -0.207432 -0.636340 2.026602 0.0 0.0 0.0
C 2.654968 3.845060 2.068625 0.0 0.0 0.0
C -4.362005 -0.933470 1.395466 0.0 0.0 0.0
C 2.395965 -0.030985 -1.989392 0.0 0.0 0.0
C 0.180643 0.244422 3.178968 0.0 0.0 0.0
C -0.808794 -1.333542 -4.512024 0.0 0.0 0.0
C -2.068917 -1.098444 -3.982779 0.0 0.0 0.0
C -3.883492 -1.020187 2.693913 0.0 0.0 0.0
C 0.135937 -0.938953 -2.365131 0.1 0.0 0.0
C -2.520713 -0.909068 2.940241 0.0 0.0 0.0
C 1.764722 -2.211014 -1.061423 0.0 0.0 0.0
C 0.313398 -1.242536 -3.698710 0.0 0.0 0.0
C 0.360140 -2.011851 2.244902 0.0 0.0 0.0
C -2.135812 -0.645379 0.554359 0.0 0.0 -0.1
C -1.128759 -0.735198 -1.807691 0.0 0.0 0.1
C -2.240783 -0.792074 -2.639934 0.0 0.0 0.0
C -1.672309 -0.720454 1.869911 0.0 0.0 0.0
C -3.502442 -0.742012 0.322191 0.0 0.0 0.0
C 2.399965 4.143375 -0.648390 0.0 0.0 0.0
H -5.423928 -1.010629 1.206167 0.0 0.0 0.0
H 2.767868 4.929217 2.155534 0.0 0.0 0.0
H 1.800155 3.966306 -1.539413 0.0 0.0 0.0
H 3.369598 3.649476 -0.687322 0.0 0.0 0.0
H 1.294638 -1.425198 -4.116481 0.0 0.0 0.0
H -2.152059 -0.988929 3.954176 0.0 0.0 0.0
H -3.234619 -0.581603 -2.292150 0.0 0.0 0.0
H 0.928558 -2.809947 -0.709985 0.0 0.0 0.0
H 2.228397 3.461165 2.993301 0.0 0.0 0.0
H 2.183439 -2.673745 -1.955173 0.0 0.0 0.0
H -3.930258 -0.663251 -0.659017 0.0 0.0 0.0
H -4.564881 -1.177371 3.518585 0.0 0.0 0.0
H 1.267315 0.323441 3.222777 0.0 0.0 0.0
H 0.023816 -2.664477 1.443328 0.0 0.0 0.0
H 3.189923 0.055854 -1.246852 0.0 0.0 0.0
H 2.808109 -0.530818 -2.863994 0.0 0.0 0.0
H 3.604487 3.373158 1.821258 0.0 0.0 0.0
H 2.520232 5.222121 -0.515825 0.0 0.0 0.0
H 2.540907 -2.132334 -0.299857 0.0 0.0 0.0
H 1.448759 -1.958275 2.280248 0.0 0.0 0.0
H -0.159569 -0.198426 4.112994 0.0 0.0 0.0
H 2.026877 0.948874 -2.295350 0.0 0.0 0.0
H -0.287941 1.222365 3.067131 0.0 0.0 0.0
H -0.692803 -1.583155 -5.557677 0.0 0.0 0.0
H -0.012059 -2.394935 3.195156 0.0 0.0 0.0
H -2.939398 -1.146150 -4.622724 0.0 0.0 0.0
```
Positions in Å, forces in eV/Å.

The multiplicity is 3. The value obtained for the HOMO energy (spin up / spin down) is -17.64 / -17.58 eV. The charge is +3. The relative energy (zero: lowest compared OMol25 entry of this formula, charge and spin) is 0.0 kJ/mol. The value obtained for the molecular weight is 516.33 g/mol.

***

no.,energy (hartree)
1,-1434.94758
2,-1434.93990
3,-1111.97311
4,-1546.95456
5,-1405.20950